The following is a quantum chemistry calculation of C8H25CrO9S as an isolated structure in a non-equilibrium geometry, from the Open Molecules 2025 dataset.

Properties
highest occupied orbital energy (spin up / spin down)	-7.17 / -9.14	eV
max |F|	3.01	eV Å⁻¹
expectation value of S²	8.77
Kohn-Sham gap (spin up / spin down)	0.2757 / 0.1920	Eh
calculated total energy	-66383.8198	eV
molecular weight	349.34	g mol⁻¹
spin multiplicity	6

Geometry (Å):
Cr: -0.60885 -0.30614 0.84973
S: -2.63752 -0.02185 2.58787
O: -1.77633 0.96063 1.94928
O: -2.57366 -0.04478 4.02017
O: -4.03937 0.24266 2.31671
O: -2.17455 -1.22037 1.90193
O: 0.03927 -2.08517 0.09705
H: -0.43193 -2.75522 0.62952
C: 2.19117 -1.92248 -4.14040
C: 1.76645 -1.86178 -2.63562
O: 0.45605 -1.41858 -2.56985
H: 3.16687 -2.38042 -4.30293
H: 2.34734 -0.97938 -4.66410
H: 1.50572 -2.59420 -4.65716
H: 2.43989 -1.24571 -2.03975
H: 1.78487 -2.87162 -2.22577
H: 0.16536 -1.61098 -1.67538
C: -3.28441 -0.96316 -2.45340
C: -3.20529 -0.33877 -1.05766
O: -1.88027 0.12404 -0.90258
H: -2.65927 -1.85511 -2.49499
H: -2.96958 -0.28008 -3.24231
H: -4.28728 -1.30079 -2.71486
H: -3.49144 -1.04201 -0.27556
H: -3.95432 0.44808 -0.96866
H: -1.75480 0.72994 -1.63657
C: 0.66717 3.26081 1.16331
C: 0.14295 2.59959 -0.05022
O: 0.61780 1.23938 -0.19149
H: 0.42604 2.60525 2.00010
H: 0.30288 4.28579 1.23254
H: 1.75204 3.35291 1.21515
H: 0.28723 3.21778 -0.93629
H: -0.93018 2.47337 0.09318
H: 1.54028 1.28544 -0.45326
C: 2.95774 0.76185 3.28986
C: 2.19268 -0.21777 2.38450
O: 0.81724 -0.07621 2.54208
H: 2.71520 0.61558 4.34242
H: 2.77779 1.81424 3.07033
H: 4.03000 0.66134 3.12174
H: 2.57652 -1.19563 2.67529
H: 2.41749 -0.02732 1.33508
H: 0.57493 -0.06305 3.47090